# 1
Entry from OMol25: the ion C2H2NOS2 with charge -1 at a distorted geometry (ωB97M-V/def2-TZVPD).

XYZ file:
```
8
Properties=species:S:1:pos:R:3:forces:R:3:mulliken_charge:R:1
O 1.4963 -1.6782 0.0647 0.57 -0.04 0.28 -0.578
C 0.3308 -1.5821 -0.2758 -0.43 -0.69 -0.09 0.044
N -0.3498 -0.5044 -0.6365 -0.32 -0.22 -0.51 -0.440
C -0.3191 0.7277 -0.2874 -0.01 0.33 0.98 0.310
S -0.8072 2.0014 -1.2228 -0.21 0.89 -0.65 -0.477
S 0.1026 1.1188 1.4633 0.20 -0.51 -0.17 -0.276
H -0.2908 -2.4975 -0.4356 0.26 0.07 0.19 0.302
H -0.1626 2.4144 1.3301 -0.07 0.17 -0.04 0.113
```
Forces are in eV/Å.

The structure (SMILES) is [O-]/C=N\C(=S)S. Its relative energy (zero: lowest compared OMol25 entry of this formula, charge and spin) is 28.7 kJ/mol. The HOMO-LUMO gap is 7.380 eV. As for the net charge: -1. The molecular weight comes out at 120.2 g mol⁻¹. The calculation puts the LUMO energy at 3.43 eV.

=====

# 2
Entry from OMol25: the ion C4H9N2O2 with charge -1 at a distorted geometry (ωB97M-V/def2-TZVPD).

XYZ file:
```
17
Properties=species:S:1:pos:R:3:forces:R:3:mulliken_charge:R:1
N -2.2475 -0.6364 -1.2265 -0.67 1.24 0.64 -0.591
C -1.1230 0.2482 -1.0487 1.91 -0.04 -0.78 -0.439
C 0.2280 -0.5287 -1.1644 -0.06 1.04 -0.44 0.466
O 0.3284 -1.3840 -2.0333 0.22 -0.53 0.26 -0.694
N 1.3348 -0.0637 -0.4815 -0.77 -0.46 0.11 -0.101
C 1.2709 0.7903 0.6873 -1.46 1.63 0.82 -0.828
C 0.6426 0.1185 2.0293 -0.61 -0.40 -0.89 -0.439
O -0.5049 -0.5609 1.8788 -0.30 -0.11 -1.10 -0.838
H -2.3645 -1.2513 -0.4354 0.23 -0.18 -0.09 0.274
H -2.2340 -1.1007 -2.1167 0.34 -0.34 0.11 0.250
H -1.0628 0.9715 -1.9042 -0.23 -0.45 0.51 0.256
H -1.0260 0.8272 -0.1311 -1.13 -0.43 0.07 0.233
H 2.0702 -0.7584 -0.4607 0.01 0.09 -0.13 0.259
H 0.6078 1.6737 0.4983 0.23 -0.76 -0.34 0.262
H 2.2329 1.3260 0.7735 0.09 -0.69 0.44 0.408
H 1.4270 -0.5548 2.3447 1.14 -0.40 0.78 0.275
H 0.4201 0.8836 2.7904 1.06 0.78 0.05 0.246
```
Forces are in eV/Å.

The structure (SMILES) is NCC(=O)NCC[O-]. Its relative energy (zero: lowest compared OMol25 entry of this formula, charge and spin) is 215.5 kJ/mol. The HOMO-LUMO gap is 6.820 eV. As for the net charge: -1. The molecular weight comes out at 117.1 g mol⁻¹. The calculation puts the LUMO energy at 4.12 eV.

=====

# 3
Entry from OMol25: the molecule C4H5N at a distorted geometry (ωB97M-V/def2-TZVPD).

XYZ file:
```
10
Properties=species:S:1:pos:R:3:forces:R:3:mulliken_charge:R:1
C -1.0554 1.4635 0.7461 0.64 1.17 0.24 -0.366
C 0.0656 1.0848 0.4638 -0.28 0.41 0.28 -0.306
C 0.8383 -0.1443 0.3773 -0.38 0.18 0.36 0.102
C -0.1744 -0.7869 -0.5350 -0.33 -0.15 -0.34 -0.539
N 1.2424 -1.0964 -0.6603 0.01 0.04 -0.13 -0.521
H -1.9638 1.9244 1.0496 0.05 0.22 -0.03 0.391
H 1.0044 -0.6144 1.3439 -0.24 0.19 -0.10 0.281
H -0.4938 -0.1641 -1.3656 -0.07 0.16 0.30 0.269
H -1.0631 -1.0076 0.0900 0.78 -2.02 -0.63 0.401
H 1.5997 -0.6590 -1.5098 -0.19 -0.19 0.06 0.289
```
Forces are in eV/Å.

The structure (SMILES) is C#C[C@H]1CN1. Its relative energy (zero: lowest compared OMol25 entry of this formula, charge and spin) is 556.0 kJ/mol. The HOMO-LUMO gap is 9.440 eV. The molecular weight comes out at 67.1 g mol⁻¹. The calculation puts the LUMO energy at 0.94 eV.

=====

# 4
Entry from OMol25: the molecule C4H6N2 at a distorted geometry (ωB97M-V/def2-TZVPD).

XYZ file:
```
12
Properties=species:S:1:pos:R:3:forces:R:3:mulliken_charge:R:1
C -1.8933 -0.2179 0.0399 -0.03 -0.09 0.04 -0.958
C -0.4010 -0.1349 0.0028 0.16 -0.44 -0.46 0.577
C 0.3857 0.9715 0.0236 -1.08 0.76 1.30 -0.422
N 1.6875 0.5600 -0.0510 -0.16 -0.34 -0.02 -0.045
C 1.6248 -0.7918 -0.1785 0.23 -0.24 -0.01 -0.191
N 0.3961 -1.2452 -0.1453 0.23 -0.13 -0.21 -0.613
H -2.3545 0.7556 0.2433 0.18 -0.17 -0.03 0.284
H -2.2243 -0.9282 0.8032 0.04 0.09 -0.08 0.269
H -2.2684 -0.5761 -0.9258 0.03 0.06 0.16 0.240
H 0.0232 1.8601 0.5150 0.52 0.65 -0.62 0.280
H 2.5099 1.1382 -0.0307 -0.08 -0.11 -0.01 0.176
H 2.5142 -1.3913 -0.2963 -0.05 -0.02 -0.03 0.402
```
Forces are in eV/Å.

The structure (SMILES) is Cc1c[nH]cn1. Its relative energy (zero: lowest compared OMol25 entry of this formula, charge and spin) is 22.1 kJ/mol. The HOMO-LUMO gap is 9.569 eV. The molecular weight comes out at 82.1 g mol⁻¹. The calculation puts the LUMO energy at 0.95 eV.

=====

# 5
Entry from OMol25: a structure of composition C12H9N2O3S2Se4Tl (ωB97M-V/def2-TZVPD).

XYZ file:
```
33
Properties=species:S:1:pos:R:3:forces:R:3:mulliken_charge:R:1
Tl 1.1739 -1.9988 -0.1659 0.31 -0.25 0.14 0.520
Se 5.4006 -0.8008 -0.4145 -0.03 -0.05 -0.15 -0.676
Se 4.1588 -0.6984 1.5558 -0.11 0.20 0.16 -0.201
Se 3.8398 -2.8880 2.3707 0.10 -0.13 -0.10 -0.180
Se 1.5189 -3.0704 2.6294 -0.12 0.15 -0.18 -0.553
S 1.0350 1.1438 -0.6173 -0.13 0.22 0.01 -0.215
C 1.6777 0.9182 -2.1482 -0.04 0.03 0.11 0.146
N 2.9604 0.4835 -2.2980 0.01 -0.28 0.21 0.397
C 3.5492 0.2365 -3.4831 0.08 0.00 0.03 -0.071
C 2.8865 0.4452 -4.6519 -0.09 0.04 -0.08 -0.707
C 1.5460 0.8899 -4.5739 0.02 -0.01 0.06 -0.025
C 0.9568 1.1156 -3.3652 0.08 0.02 -0.06 -0.725
H 3.5122 0.2292 -1.4417 0.05 0.06 -0.32 -0.125
H 4.5597 -0.1453 -3.4164 -0.01 0.01 0.09 0.254
H 3.3631 0.2512 -5.6015 0.02 -0.02 0.03 0.362
H 0.9782 1.0345 -5.4861 -0.02 0.01 0.02 0.354
H -0.0729 1.4289 -3.2773 0.00 0.01 0.00 0.344
O -5.2917 0.4965 0.3276 0.03 0.02 0.00 -0.688
S -4.6097 -0.5591 1.0443 0.11 -0.03 -0.06 1.172
O -5.4636 -1.4355 1.8164 -0.02 0.00 0.04 -0.686
N -3.6002 -1.3795 0.0993 -0.06 0.03 0.10 -0.620
C -2.3273 -1.2638 0.4929 -0.07 -0.07 -0.21 0.231
O -1.3615 -1.8044 -0.0709 -0.12 0.06 0.22 -0.492
C -2.1562 -0.3675 1.7002 -0.01 0.09 0.06 0.690
C -0.9929 -0.0119 2.3587 0.05 0.01 -0.03 -0.050
C -1.0790 0.8805 3.4208 -0.05 0.00 -0.01 -0.979
C -2.3077 1.4054 3.8127 0.02 -0.02 0.02 -0.339
C -3.4787 1.0354 3.1599 -0.07 -0.01 0.02 -0.583
C -3.3710 0.1436 2.1136 0.04 -0.04 -0.10 0.008
H -0.0351 -0.4214 2.0686 0.03 -0.03 0.00 0.285
H -0.1760 1.1685 3.9444 -0.01 -0.01 0.00 0.414
H -2.3521 2.1058 4.6388 0.00 0.00 -0.01 0.347
H -4.4412 1.4327 3.4578 0.01 -0.01 0.00 0.390
```
Forces are in eV/Å.

Its relative energy (zero: lowest compared OMol25 entry of this formula, charge and spin) is 35.2 kJ/mol. The HOMO-LUMO gap is 5.412 eV. As for the net charge: -2. The molecular weight comes out at 813.6 g mol⁻¹. The calculation puts the LUMO energy at 4.22 eV.

=====

# 6
Entry from OMol25: a structure of composition C7H9N at a distorted geometry (ωB97M-V/def2-TZVPD).

XYZ file:
```
17
Properties=species:S:1:pos:R:3:forces:R:3:mulliken_charge:R:1
C -0.4742 1.4803 -1.8460 1.88 -0.40 0.96 -0.992
C -0.0828 0.3978 -1.0786 -3.25 -0.51 -2.04 0.469
C 1.1713 -0.3805 -1.2637 2.65 3.17 -2.01 -0.304
C 1.6665 -0.7640 -0.0729 -4.34 2.17 0.40 -0.656
C 0.5389 -0.2726 0.9684 1.41 -0.38 -3.29 -0.099
C -1.4344 -0.4182 1.2067 0.06 4.18 3.80 -0.631
C -0.6543 -0.4790 -0.0143 2.25 -0.17 0.50 0.053
H -1.2361 2.3262 -1.8363 0.65 -1.97 0.51 0.295
H 0.4027 1.7196 -2.4657 -0.59 0.36 -0.22 0.184
H 1.7431 -0.0263 -2.2351 -0.73 -1.65 1.98 0.227
H 2.5647 -1.0824 0.2145 3.55 -1.46 0.64 0.536
H 0.6119 0.9105 0.9027 0.11 -2.10 1.60 0.319
H 0.0095 -0.4503 2.8355 -0.64 0.11 1.33 0.289
H -2.2538 -0.9645 1.1334 -3.64 -3.05 0.43 0.428
H -1.8839 0.6226 1.6636 1.69 -2.06 -1.31 0.212
H -0.4552 -1.6004 -0.1649 -1.08 1.64 -0.66 0.211
N -0.2338 -1.0187 2.0527 0.03 2.13 -2.62 -0.541
```
Forces are in eV/Å.

Its relative energy (zero: lowest compared OMol25 entry of this formula, charge and spin) is 644.2 kJ/mol. The HOMO-LUMO gap is 9.402 eV. The molecular weight comes out at 107.2 g mol⁻¹. The calculation puts the LUMO energy at 0.85 eV.

=====

# 7
Entry from OMol25: a structure of composition C18H28BN3O8Ru at a distorted geometry (ωB97M-V/def2-TZVPD).

XYZ file:
```
59
Properties=species:S:1:pos:R:3:forces:R:3:mulliken_charge:R:1
Ru -0.5496 1.6507 0.6885 1.50 1.99 -0.89 0.754
C -2.6885 6.8294 0.3867 0.18 0.41 -0.15 -0.878
N -2.6783 5.4699 0.8757 0.20 -0.58 0.11 0.098
C -3.5802 5.2273 1.9873 -0.24 -0.25 0.38 -1.025
C -1.7538 4.5483 0.5958 -0.15 0.63 -0.75 0.883
O -1.6654 3.5201 1.2774 0.45 -1.59 0.26 -0.721
C -0.8067 4.8182 -0.5848 0.06 0.13 0.08 -0.921
O -0.0194 3.6890 -0.9243 -0.22 -0.01 0.42 -0.329
C -0.1938 3.1338 -2.2102 0.04 -0.26 -0.02 -1.031
C -1.2832 2.0534 -2.1693 0.63 -0.10 -0.97 1.119
O -1.9683 1.9512 -1.1385 0.29 -0.65 1.69 -0.880
N -1.4450 1.2412 -3.2098 -0.12 0.37 0.79 0.160
C -2.3952 0.1537 -3.0964 -0.43 -0.42 0.26 -1.027
C -0.7811 1.4203 -4.4792 0.31 0.35 -0.40 -0.935
H -3.7174 7.1893 0.3731 0.09 -0.06 -0.08 0.287
H -2.2758 6.9175 -0.6138 -0.01 -0.03 -0.03 0.334
H -2.1145 7.4705 1.0612 -0.03 0.04 -0.06 0.329
H -4.5719 5.5999 1.7332 0.06 0.00 -0.04 0.352
H -3.2323 5.7414 2.8848 0.01 0.00 0.01 0.365
H -3.6335 4.1595 2.1909 -0.03 0.17 -0.01 0.289
H -0.1053 5.6098 -0.2771 -0.26 -0.08 -0.14 0.434
H -1.3829 5.1569 -1.4536 0.08 0.03 0.18 0.509
H 0.7664 2.6630 -2.4536 -0.17 0.17 -0.11 0.430
H -0.4329 3.9052 -2.9561 0.11 -0.18 0.08 0.552
H -2.6861 0.0525 -2.0504 0.00 -0.05 -0.26 0.278
H -1.9316 -0.7760 -3.4266 0.04 0.08 -0.03 0.399
H -3.2828 0.3459 -3.7010 0.02 0.02 -0.01 0.345
H 0.2947 1.5390 -4.3510 0.01 -0.05 -0.03 0.366
H -1.1717 2.2978 -5.0011 0.03 -0.09 -0.05 0.324
H -0.9615 0.5422 -5.0968 0.04 0.08 0.08 0.336
O 3.2818 1.7401 1.4814 0.03 0.21 -0.06 -0.565
N 2.1249 1.8378 1.2135 1.34 -0.31 0.11 1.472
O 1.2733 2.2529 2.0218 -2.33 -0.24 0.60 -0.649
O 1.6873 1.5143 0.0666 -2.21 -0.91 -0.88 -0.600
C 2.9412 -5.2383 3.1220 -0.08 -0.03 -0.24 -2.084
C 2.4831 -5.4669 1.6814 0.10 -0.45 -0.07 2.095
C 1.4436 -6.6079 1.6627 0.27 0.15 0.15 -1.549
C 3.7064 -5.8731 0.8456 -0.17 0.09 0.23 -1.648
C 1.7912 -4.2635 1.0879 -0.26 0.40 -0.44 0.203
C 1.4024 -4.3035 -0.2712 0.32 -0.02 0.61 -0.758
C 0.6117 -3.3389 -0.8582 -0.47 0.56 0.18 -1.535
C 0.1717 -2.3070 -0.0411 1.36 -1.30 1.57 1.204
O -0.6406 -1.2696 -0.3031 -1.31 1.92 -0.06 -0.347
B -0.7003 -0.4919 0.8750 1.89 -0.06 -0.77 0.528
O 0.0442 -1.1242 1.8544 -0.66 1.31 0.81 -0.662
C 0.5972 -2.2275 1.3050 -0.18 -0.99 -1.93 0.540
C 1.4245 -3.1711 1.8755 -0.24 -0.03 -0.11 -0.778
H 3.4327 -6.1350 3.4900 0.06 -0.09 0.04 0.438
H 2.1010 -5.0316 3.7803 -0.07 0.05 0.11 0.395
H 3.6539 -4.4183 3.1755 0.07 0.11 0.09 0.450
H 1.8676 -7.4941 2.1267 0.02 -0.18 0.06 0.429
H 1.1461 -6.8575 0.6473 -0.03 -0.02 -0.08 0.375
H 0.5560 -6.3132 2.2198 -0.09 -0.03 0.05 0.371
H 4.1954 -6.7175 1.3234 0.11 -0.12 0.01 0.453
H 4.4129 -5.0486 0.7922 0.14 0.06 -0.05 0.400
H 3.4409 -6.1725 -0.1635 -0.03 -0.01 -0.13 0.326
H 1.7406 -5.1264 -0.8820 -0.04 -0.08 -0.03 0.334
H 0.3226 -3.4005 -1.8937 -0.05 -0.01 -0.17 0.424
H 1.7346 -3.0650 2.9012 -0.01 -0.05 0.12 0.543
```
Forces are in eV/Å.

Its relative energy (zero: lowest compared OMol25 entry of this formula, charge and spin) is 233.5 kJ/mol. The spin multiplicity is 2. The expectation value of S² is 0.948. The HOMO-LUMO gap (spin up / spin down) is 5.714 / 5.929 eV. As for the net charge: +1. The molecular weight comes out at 526.3 g mol⁻¹. The calculation puts the LUMO energy (spin up / spin down) at -4.91 / -4.70 eV.

=====

# 8
Entry from OMol25: the molecule C4H6O2S2 at a distorted geometry (ωB97M-V/def2-TZVPD).

XYZ file:
```
14
Properties=species:S:1:pos:R:3:forces:R:3:mulliken_charge:R:1
C -0.9880 0.6411 2.8025 -0.87 1.06 4.56 -0.199
C -0.9639 0.1085 1.5625 1.00 0.00 -5.40 -0.259
C 0.3326 0.7141 -0.4970 -2.43 0.88 2.96 -0.289
C 0.2618 -0.5590 -1.0792 -0.02 -3.52 -3.89 -0.852
O -1.3308 2.6234 0.4467 0.97 0.20 0.85 -0.616
O -2.2382 0.7707 -0.7534 -0.87 -1.31 -0.96 -0.593
S -1.3763 -0.3326 4.1094 0.40 -0.12 -0.70 -0.204
S -1.2101 1.2464 0.0902 0.03 -0.16 1.20 1.049
H -1.0624 1.7075 3.1975 0.50 -1.06 -1.95 0.331
H -0.7302 -0.9507 1.1875 -0.75 1.74 1.35 0.270
H 1.1630 1.1845 -0.0638 1.29 0.67 0.12 0.420
H 1.2050 -1.1461 -1.1137 -0.35 0.66 0.17 0.333
H 0.0020 -0.3516 -2.2394 0.25 -0.68 2.28 0.277
H -0.5302 -1.3248 -0.7215 0.84 1.66 -0.58 0.331
```
Forces are in eV/Å.

Its relative energy (zero: lowest compared OMol25 entry of this formula, charge and spin) is 620.0 kJ/mol. The HOMO-LUMO gap is 5.835 eV. The molecular weight comes out at 150.2 g mol⁻¹. The calculation puts the LUMO energy at -2.86 eV.